[1]
The following is a quantum chemistry calculation of a cluster of 3 separate species, C37H56F5N2O6PS2 in total in a non-equilibrium geometry, from OMol25.

Each line ends with the Mulliken charge.
Cartesian coordinates (Å):
C  2.67223  -3.08636  -3.46824  0.0642
C  2.41268  -2.18050  -2.69665  -1.7516
C  2.06823  -0.85230  -2.16337  1.8612
C  0.82401  -0.27059  -2.43325  -0.0236
C  -0.28656  -0.90095  -3.28323  -1.3141
C  -0.68532  -2.34314  -2.87632  -0.8748
C  -1.21155  -2.45962  -1.40625  -0.3350
C  -1.06083  -3.97429  -0.98036  -0.1253
C  -2.40942  -4.57947  -0.45136  -0.9699
C  -2.83896  -3.89254  0.89286  -0.5374
C  -2.23450  -4.74066  2.08528  -0.6891
C  -1.59520  -3.76100  3.12864  -0.3487
C  -0.39151  -4.50838  3.79143  -0.6959
O  -0.15634  -3.95141  5.08052  -0.3221
C  0.88743  -4.72078  5.68899  -0.7057
C  0.55371  1.00884  -1.88470  -0.4085
C  1.52120  1.66429  -1.13135  -2.1705
C  2.78247  1.06204  -0.89348  0.8632
C  3.08634  -0.20853  -1.39665  0.7694
P  4.73677  -0.98263  -1.09810  0.3251
N  4.68205  -2.42953  -0.48351  -0.6936
S  3.93355  2.07827  0.06183  -0.4547
C  3.59166  3.69192  -0.66836  1.2658
C  4.61596  4.57811  -0.95088  -0.5052
C  4.31538  5.81558  -1.55908  -0.5966
C  2.98736  6.08259  -1.86256  -0.4906
C  1.92836  5.19816  -1.55821  -0.0818
O  0.68792  5.63147  -1.94265  -0.4106
C  -0.30743  5.62961  -0.90438  -0.3034
C  -1.53509  4.83395  -1.42319  0.3876
C  -1.77212  5.16594  -2.93664  -1.2764
C  2.21834  3.95165  -0.94095  -0.9247
N  1.17661  2.98086  -0.60810  0.9408
S  0.88707  2.91902  1.08048  1.7141
O  1.48636  4.07592  1.67605  -0.6319
O  1.30437  1.69544  1.69069  -0.6610
C  -0.93084  3.03058  1.46781  0.3686
F  -1.71531  2.46467  0.52763  -0.2138
F  -1.30706  4.29312  1.73830  -0.1133
C  -1.22317  2.22023  2.80161  0.4503
F  -1.29929  0.91010  2.59203  -0.1681
F  -0.41548  2.55641  3.80101  -0.2172
F  -2.47658  2.60631  3.17901  -0.2617
H  2.90043  -4.07473  -3.84201  0.4785
H  0.03886  -0.82267  -4.34342  0.4814
H  -1.19559  -0.27015  -3.21341  0.2849
H  0.10459  -3.07338  -3.10139  0.2360
H  -1.54371  -2.62292  -3.52677  0.4669
H  -2.30018  -2.26575  -1.43765  0.3944
H  -0.68294  -1.77633  -0.72058  0.3101
H  -0.21610  -4.07720  -0.27494  0.1379
H  -0.78772  -4.56465  -1.87866  0.1743
H  -3.21570  -4.53094  -1.20936  0.3989
H  -2.22358  -5.65656  -0.25340  0.2084
H  -2.43142  -2.86655  0.94372  0.2450
H  -3.94311  -3.88525  0.91695  0.4563
H  -3.06688  -5.33614  2.49467  0.2765
H  -1.41898  -5.38513  1.70874  0.4024
H  -2.37524  -3.49282  3.86065  0.3439
H  -1.16834  -2.85499  2.66196  0.1741
H  0.50154  -4.40609  3.13461  0.3297
H  -0.69075  -5.57856  3.85535  0.3611
H  0.70954  -5.80672  5.52454  0.3068
H  1.87279  -4.44448  5.26313  0.2679
H  0.82355  -4.54421  6.77541  0.2535
H  -0.39511  1.53212  -2.05233  0.2388
H  5.44750  -0.04685  -0.30463  0.0773
H  5.39439  -0.97169  -2.36471  0.1275
H  5.18187  -2.44068  0.40506  0.2272
H  5.64685  4.29938  -0.69587  0.3920
H  5.15818  6.47314  -1.78862  0.3883
H  2.76217  7.03153  -2.36671  0.4203
H  0.06773  5.31208  0.07857  -0.0455
H  -0.65015  6.68119  -0.78038  0.5089
H  -1.27967  3.75764  -1.40921  -0.4114
H  -2.46167  5.03928  -0.86040  0.3308
H  -2.80514  4.91052  -3.24837  0.4209
H  -1.59475  6.22876  -3.17536  0.2938
H  -1.11456  4.55780  -3.58740  0.2649
C  -2.22183  6.55053  3.28562  -1.1659
C  -0.92884  7.13101  2.73133  0.4310
O  -1.12954  8.25497  1.88895  -0.3459
C  -1.73229  9.38610  2.49173  -0.3711
C  -0.91202  9.97940  3.62461  -1.0534
H  -2.94006  6.37058  2.48323  0.2915
H  -2.02799  5.61067  3.80333  0.3268
H  -2.69182  7.23143  3.99831  0.3979
H  -0.43689  6.37974  2.11633  -0.3139
H  -0.23163  7.37634  3.53962  0.2631
H  -2.74777  9.14673  2.82603  0.3108
H  -1.83294  10.13086  1.70037  0.3390
H  -0.87774  9.31103  4.48725  0.2602
H  -1.34565  10.92482  3.95382  0.3926
H  0.11683  10.15303  3.30458  0.2918
C  -2.20964  -9.24578  -2.13563  -1.1640
C  -1.52339  -8.05603  -2.78587  -0.3559
O  -0.46225  -7.52381  -2.01295  -0.2780
C  0.62475  -8.39894  -1.76652  -0.3889
C  1.34097  -8.84771  -3.02906  -1.0906
H  -2.49397  -9.01112  -1.10822  0.3097
H  -3.10381  -9.52201  -2.69646  0.4001
H  -1.55412  -10.11830  -2.10332  0.2756
H  -2.24927  -7.24840  -2.89754  0.3123
H  -1.17570  -8.30633  -3.79425  0.3842
H  0.29708  -9.25976  -1.17360  0.3120
H  1.32517  -7.84029  -1.14357  0.3200
H  0.71331  -9.50524  -3.63408  0.2686
H  2.24965  -9.39585  -2.77658  0.3917
H  1.60522  -7.98805  -3.64759  0.2926

Cartesian forces, eV/Å:
C -0.034 0.007 1.428
C -0.150 0.501 -1.540
C 0.907 -1.171 0.206
C -0.892 0.785 0.332
C 0.325 -0.112 -0.003
C -0.699 0.467 -0.244
C 0.229 -1.380 -0.863
C -0.809 0.158 -0.477
C 0.849 0.300 0.548
C 0.465 -1.450 -0.493
C -0.030 2.059 -0.575
C 0.489 -1.283 0.137
C -1.525 0.834 -0.192
O 0.721 -1.196 -0.377
C -0.407 0.049 0.291
C 0.821 -0.270 -0.005
C -0.436 -0.838 -0.428
C -0.076 1.074 0.155
C -0.608 0.945 -0.159
P -0.037 -1.065 0.262
N 0.191 0.465 0.154
S 0.069 0.194 -0.536
C -1.223 -1.012 0.087
C 0.142 0.250 -0.033
C -0.078 -1.324 0.485
C 0.250 0.456 -0.246
C 0.476 -0.064 -0.052
O 0.634 -0.667 0.948
C -1.777 0.677 -0.273
C 0.643 -0.158 -1.151
C -0.276 -0.244 -0.056
C 0.561 1.543 -0.359
N 0.903 -0.384 0.597
S 2.242 0.566 1.369
O -0.829 0.653 -0.574
O -1.056 -0.781 -0.883
C -0.570 -0.810 0.763
F 0.409 0.487 0.107
F 0.272 -0.577 -0.780
C -1.328 0.424 0.163
F 0.665 0.440 0.161
F 0.084 -0.442 -0.497
F 0.522 -0.109 -0.231
H -0.079 0.642 -0.055
H -0.180 -0.369 0.477
H 0.543 -0.162 0.099
H -0.208 0.465 0.319
H 0.526 0.054 0.232
H 0.553 0.421 0.283
H -0.337 -0.228 -0.230
H -0.532 -0.137 -0.059
H 0.004 0.284 0.479
H 0.545 0.218 0.143
H -0.284 0.496 -0.167
H -0.467 -0.405 -0.133
H 0.481 0.259 0.314
H 0.689 -0.006 0.172
H -0.548 0.082 0.019
H 0.622 0.093 -0.041
H -0.582 -0.309 0.060
H -0.350 -0.182 0.361
H 0.456 0.390 0.236
H 0.154 0.524 0.041
H -0.363 -0.133 0.347
H 0.333 0.092 -0.474
H 0.329 -0.406 -0.005
H -0.273 0.056 -0.523
H -0.440 0.432 0.222
H -0.248 -0.193 -0.138
H -0.506 0.138 -0.204
H -0.608 0.024 -0.017
H -0.227 -0.519 0.294
H 0.130 -0.003 -0.568
H 0.412 -0.446 -0.022
H -0.408 0.485 0.318
H 0.610 -0.106 0.056
H 0.460 0.189 0.317
H -0.097 -0.404 0.166
H -0.161 0.438 0.420
C -0.061 0.262 0.129
C -0.106 -0.083 0.077
O 0.044 -0.017 -0.222
C 0.028 0.119 0.030
C 0.032 -0.185 0.154
H 0.065 -0.057 -0.020
H 0.010 0.027 -0.012
H 0.016 -0.049 0.034
H 0.081 0.175 -0.070
H -0.049 0.005 0.049
H 0.012 -0.001 0.075
H 0.040 -0.134 -0.093
H -0.032 0.057 0.023
H 0.003 -0.011 -0.030
H -0.049 0.054 -0.054
C 0.173 -0.147 0.031
C -0.137 -0.033 0.028
O -0.014 0.195 0.059
C 0.155 0.006 -0.013
C -0.187 -0.106 -0.135
H -0.047 0.059 -0.050
H 0.014 0.027 0.010
H -0.056 -0.023 -0.039
H 0.135 0.099 0.064
H -0.005 -0.069 0.006
H 0.003 -0.051 -0.054
H -0.142 0.108 0.011
H 0.058 -0.042 0.015
H -0.011 0.030 0.014
H 0.049 0.014 0.078

maximum force = 2.7 eV/Å
highest occupied orbital energy = -8.608 eV
Kohn-Sham gap = 8.35 eV
energy = -99082.6708 eV
LUMO energy = -0.26 eV
structure (SMILES) = C#Cc1c(CCCCCCCCCOC)cc2c(c1[PH2]=N)Sc1cccc(OCCC)c1N2S(=O)(=O)C(F)(F)C(F)(F)F.CCOCC.CCOCC


[2]
The following is a quantum chemistry calculation of a structure of composition C37H56IN2O5PS2Y in a non-equilibrium geometry, from OMol25.

Each line ends with the Mulliken charge.
Cartesian coordinates (Å):
Y  -0.91940  -0.14942  0.64531  -0.8331
O  0.92356  -0.42494  -0.79346  1.8885
S  2.27997  -0.61009  -1.43901  0.7567
C  3.36640  0.54927  -0.61326  -1.0100
C  3.01098  2.02661  -0.72550  0.5420
C  3.51943  2.84881  0.46983  -1.2975
C  3.03879  2.45285  1.86986  -0.8088
S  1.26335  2.39331  2.13929  0.0345
O  0.80214  1.41439  1.07101  0.1240
C  0.85991  4.03200  1.58968  1.0322
C  1.08469  5.07486  2.48007  -0.6897
C  0.80963  6.37212  2.07540  -0.7593
C  0.30013  6.60973  0.80383  -0.7275
C  0.06782  5.55243  -0.06579  -0.9359
C  0.34712  4.24784  0.32347  0.4808
C  2.12637  0.10028  -3.05237  0.6617
C  3.26950  0.38589  -3.79256  -0.7061
C  3.12652  0.86623  -5.08348  -0.7246
C  1.85540  1.03621  -5.62591  -0.5655
C  0.72884  0.72355  -4.88052  -0.9437
C  0.85379  0.24746  -3.57886  -0.1049
H  4.37513  0.31606  -0.96658  0.7997
H  3.29452  0.17806  0.41269  0.1487
H  1.93336  2.12990  -0.81617  -0.6245
H  3.44930  2.43904  -1.63472  0.7325
H  3.26945  3.89734  0.29903  0.4574
H  4.61244  2.80461  0.50273  0.5477
H  3.40602  3.16109  2.61782  0.6102
H  3.37804  1.46026  2.17765  0.5355
H  1.45662  4.88130  3.48134  0.5122
H  0.97876  7.19547  2.75700  0.4209
H  0.07478  7.62287  0.49638  0.4189
H  -0.33385  5.74346  -1.05439  0.3804
H  0.15170  3.40648  -0.32358  -0.1343
H  4.26067  0.23637  -3.37567  0.4499
H  4.00556  1.10263  -5.67050  0.4215
H  1.74805  1.40329  -6.63860  0.4419
H  -0.25861  0.83411  -5.31336  0.4901
H  -0.01903  -0.02349  -2.99367  -0.1090
C  -2.12262  -4.18212  2.23696  -1.6573
C  -1.32063  -4.49958  0.96925  2.0138
C  -2.27584  -4.43920  -0.23216  -1.6843
C  -0.76972  -5.92533  1.04761  -1.6552
P  -0.05820  -3.13635  0.67208  0.3023
C  0.78586  -3.71089  -0.83879  1.1200
C  1.78695  -4.68256  -0.85670  -0.5676
C  2.37056  -5.08202  -2.05243  -0.9130
C  1.95084  -4.52318  -3.25250  -0.9205
C  0.94068  -3.56912  -3.25257  -0.2255
C  0.36622  -3.16505  -2.05447  -0.6828
C  1.25045  -3.09592  2.04165  2.6660
C  1.43443  -4.35729  2.88425  -1.9030
C  2.61634  -2.68046  1.48462  -2.7716
C  0.78602  -1.95601  2.95618  -2.1615
H  -2.86351  -4.97340  2.38927  0.5851
H  -2.64441  -3.23255  2.16319  0.1593
H  -1.49380  -4.15364  3.13117  0.2511
H  -3.13823  -5.07509  -0.00743  0.6048
H  -1.80840  -4.81727  -1.14330  0.3097
H  -2.64520  -3.43078  -0.42501  0.0745
H  -1.61375  -6.61428  0.94049  0.5432
H  -0.29485  -6.14838  1.99800  0.3108
H  -0.07168  -6.15122  0.23793  0.2615
H  2.12332  -5.14050  0.06650  0.3877
H  3.14666  -5.83718  -2.04560  0.4782
H  2.40404  -4.83753  -4.18458  0.4115
H  0.59507  -3.13763  -4.18491  0.5464
H  -0.42192  -2.41894  -2.06139  -0.2003
H  1.75612  -5.21409  2.29091  0.2458
H  0.52674  -4.63241  3.42033  0.3963
H  2.21122  -4.16446  3.63353  0.4913
H  3.12446  -3.48049  0.94822  0.3766
H  3.25276  -2.38064  2.32460  0.5954
H  2.53588  -1.82628  0.80617  0.7276
H  -0.21390  -2.12888  3.35744  0.1485
H  0.79194  -0.99719  2.42140  0.4357
H  1.47393  -1.83149  3.79838  0.7081
I  -2.69923  -0.65345  -1.52790  -0.7185
C  -1.45611  3.00583  -2.42665  -0.8571
N  -2.55272  3.32223  -1.52439  0.4893
C  -3.38777  4.45256  -1.90463  -1.2439
C  -2.71004  2.63834  -0.36919  -0.0881
O  -1.75550  2.00999  0.14055  0.4022
N  -3.91885  2.67455  0.25298  0.0877
C  -5.16637  2.55845  -0.50326  -1.2380
C  -3.99160  2.16432  1.61647  -1.0329
H  -0.84243  3.89595  -2.59522  0.3780
H  -1.83997  2.66104  -3.38888  0.5089
H  -0.84461  2.21829  -2.00446  -0.2710
H  -2.74188  5.27994  -2.20445  0.4016
H  -3.99044  4.77681  -1.06218  0.3616
H  -4.04384  4.21170  -2.74341  0.3271
H  -4.96990  2.50709  -1.56903  0.4313
H  -5.84520  3.38800  -0.29975  0.3163
H  -5.65645  1.62606  -0.21807  0.3776
H  -3.05519  2.33194  2.13683  0.1141
H  -4.20772  1.09151  1.61622  0.3612
H  -4.79254  2.68246  2.14312  0.4575
C  -2.64749  -0.33111  4.45577  -1.6373
C  -2.01281  -0.14884  3.11774  1.3135
O  -2.39391  -0.87450  2.12923  -0.5434
O  -1.09789  0.69618  2.94205  -0.5421
H  -3.47576  -1.03236  4.40698  0.3388
H  -2.98586  0.63598  4.82899  0.4131
H  -1.88964  -0.69778  5.15187  0.3699

Cartesian forces, eV/Å:
Y 0.976 1.185 -0.077
O -0.048 0.036 -0.158
S -0.300 -0.408 0.110
C 0.110 0.156 0.077
C 0.052 -0.031 0.133
C 0.046 0.016 0.038
C 0.142 0.052 -0.106
S -0.188 -0.472 -0.032
O 0.119 0.201 0.294
C -0.023 0.043 -0.047
C -0.047 0.036 -0.002
C -0.017 -0.003 -0.005
C 0.010 -0.028 0.011
C -0.022 -0.039 -0.014
C 0.024 0.172 -0.005
C 0.014 0.113 -0.068
C -0.012 0.012 -0.015
C -0.034 0.002 -0.028
C 0.035 -0.006 0.024
C -0.064 -0.023 0.018
C 0.036 0.036 -0.126
H -0.025 0.037 0.025
H 0.073 0.103 -0.005
H -0.048 -0.027 -0.003
H 0.031 0.001 -0.008
H -0.025 0.005 -0.006
H 0.002 -0.005 -0.025
H 0.069 -0.026 -0.048
H 0.008 0.026 -0.022
H -0.016 -0.009 -0.053
H -0.003 -0.016 -0.018
H 0.016 -0.022 -0.001
H 0.014 -0.001 0.045
H -0.008 -0.006 0.016
H -0.074 0.006 -0.021
H -0.045 -0.014 0.027
H 0.006 -0.007 0.025
H 0.046 0.004 0.022
H 0.034 0.051 -0.008
C 0.099 -0.112 0.103
C -0.016 0.020 0.051
C -0.078 0.012 0.005
C -0.017 -0.066 -0.108
P 0.007 -0.086 0.076
C 0.027 -0.029 -0.076
C 0.043 -0.057 -0.044
C -0.039 0.049 0.034
C -0.032 0.037 0.012
C 0.027 -0.024 0.034
C 0.003 -0.037 -0.026
C 0.002 -0.006 0.023
C 0.076 -0.040 0.048
C 0.073 0.090 -0.059
C 0.001 -0.017 0.083
H 0.027 0.050 -0.015
H -0.048 0.109 -0.059
H -0.035 -0.026 -0.043
H 0.051 0.023 -0.052
H 0.016 0.027 0.023
H 0.012 -0.025 0.026
H 0.045 0.018 0.028
H 0.064 0.018 0.053
H -0.062 0.040 0.050
H -0.059 -0.002 -0.065
H -0.011 0.019 -0.001
H -0.016 0.006 0.021
H 0.018 -0.017 0.027
H 0.040 -0.068 -0.007
H -0.018 0.046 0.017
H 0.031 -0.011 -0.029
H -0.051 -0.027 -0.045
H -0.042 0.063 0.041
H -0.012 -0.025 -0.041
H -0.055 -0.124 0.108
H 0.001 0.009 -0.010
H 0.063 -0.010 0.112
H -0.023 -0.041 -0.009
I -0.586 -0.166 -0.744
C -0.101 0.142 0.037
N -0.035 0.037 -0.092
C 0.075 -0.104 -0.028
C -0.247 -0.207 0.135
O 0.344 -0.280 0.178
N 0.034 0.034 -0.100
C 0.042 -0.016 0.069
C -0.120 -0.063 -0.091
H 0.013 -0.037 -0.006
H -0.046 0.034 0.001
H 0.039 -0.085 0.042
H 0.019 -0.004 -0.010
H 0.012 -0.002 0.018
H -0.003 0.009 -0.013
H 0.032 -0.012 -0.004
H 0.026 0.022 0.031
H -0.009 -0.002 -0.003
H 0.067 0.087 -0.002
H 0.001 -0.015 0.004
H -0.016 0.018 -0.021
C -0.052 0.018 0.159
C -0.036 -0.032 -0.365
O -0.262 -0.095 0.607
O -0.155 -0.220 -0.049
H 0.016 0.010 -0.002
H 0.010 -0.025 0.009
H -0.040 0.014 -0.010

maximum force = 1.5 eV/Å
highest occupied orbital energy = -10.478 eV
Kohn-Sham gap = 8.75 eV
energy = -92600.7818 eV
energy relative to the best compared isomer or geometry (same formula, charge and spin) = 27.3 kJ/mol
LUMO energy = -1.73 eV
charge = +1


Q: Among the records above, which one has the lowest Kohn-Sham gap?
A: C37H56F5N2O6PS2


Q: Which value of highest occupied orbital energy does entry 2 give?
A: -10.478 eV


Q: What is the formula in the first record?
A: C37H56F5N2O6PS2


Q: What is the LUMO energy in the second record?
A: -1.73 eV